(1)
A structure of composition C27H35BaN4O6P at a distorted geometry, computed with ωB97M-V/def2-TZVPD.

XYZ file:
```
74
Properties=species:S:1:pos:R:3:forces:R:3:mulliken_charge:R:1
O -5.38156 -3.11668 -3.14757 0.93 0.31 -0.99 -0.51
H -5.91765 -2.93465 -3.94374 0.16 -0.12 0.78 0.29
Ba -0.94902 -0.96170 -1.48671 -2.16 -1.48 3.63 2.36
N 0.84609 -2.27036 -0.76379 -2.02 0.32 -1.99 0.11
N -2.13708 -2.57113 -0.33479 5.17 0.62 -2.84 0.17
N 0.38220 0.64591 -2.43588 2.46 1.13 -1.17 -0.38
N -2.51027 0.42542 -2.38633 -1.50 -2.21 -0.85 -0.13
O 2.03172 -1.95643 -1.20124 1.54 -0.30 0.63 -0.83
O 1.84155 0.63205 -2.36497 -2.46 0.66 -0.31 -0.55
O -3.86546 0.04802 -2.12572 1.28 1.81 -1.13 -0.37
O -3.26851 -2.08941 -0.15879 -3.40 -0.29 1.06 -0.77
C -1.19931 -3.19910 0.28549 -0.80 0.36 -0.59 0.87
C 0.31602 -3.08066 0.06151 -0.29 0.22 -0.92 0.24
C -0.42875 1.60597 -2.80658 4.46 -2.06 0.60 0.52
C -1.87391 1.48569 -2.69921 -4.41 -1.09 0.30 0.97
C 1.28802 -3.85935 0.74198 1.91 -1.78 1.52 -1.40
H 1.99310 -3.17731 1.24689 -0.07 -0.35 -0.11 0.08
H 1.86797 -4.42478 -0.01367 -0.08 0.17 0.42 0.26
H 0.89752 -4.54834 1.45935 -0.13 -0.51 0.55 0.42
C -1.83655 -4.09427 1.16576 -1.43 -2.05 3.01 -1.75
H -2.60880 -4.66183 0.59925 0.43 0.16 0.50 0.30
H -2.38792 -3.51185 1.93166 0.13 -0.45 -0.08 0.24
H -1.19669 -4.78817 1.64979 0.48 -0.81 0.73 0.46
C 0.20880 2.78825 -3.31019 0.66 1.95 -0.79 -1.50
C -2.77889 2.54581 -3.03804 -1.00 2.57 -0.56 -1.88
H 1.23018 2.60608 -3.68791 -0.53 -0.19 0.34 0.38
H 0.28014 3.53405 -2.51598 -0.02 0.18 -0.12 0.07
H -0.38040 3.17796 -4.11905 -0.22 0.60 -0.44 0.55
H -3.76623 2.45624 -2.54716 0.65 -0.21 -0.20 0.47
H -2.94971 2.54242 -4.12046 0.03 0.23 0.07 0.33
H -2.34414 3.47619 -2.74271 -0.02 1.09 -0.12 0.43
H 2.01592 -0.31288 -1.95144 -0.62 0.55 -0.50 0.24
H -3.84631 -0.95900 -1.96360 0.53 1.47 0.38 0.26
C -4.01130 -3.13386 -3.66203 -0.45 -0.02 0.22 -0.36
H -3.33075 -3.61149 -2.91209 -0.70 0.74 -0.45 0.07
H -3.68504 -2.10241 -3.97581 -0.09 -0.88 0.50 0.14
H -3.99930 -3.76620 -4.55223 0.24 0.03 -0.04 0.42
O 0.04233 -2.09466 -3.64708 -0.11 0.66 0.14 -0.78
H 0.07519 -1.09871 -3.59309 0.82 -1.67 -0.55 0.44
H 0.37016 -2.46824 -2.78708 0.54 0.31 -1.07 0.44
C 4.49550 -1.58396 2.48340 -0.20 0.18 -0.17 -0.58
C 3.44063 -1.43213 3.38087 -0.42 0.11 -0.30 -0.76
C 2.25830 -0.77737 2.98784 0.38 -0.14 0.14 -0.52
C 2.10948 -0.22004 1.69999 1.07 -0.58 -0.20 0.73
C 3.17724 -0.42471 0.79892 0.60 -0.15 0.63 0.16
C 4.36437 -1.07705 1.19166 -0.64 0.20 0.03 -1.08
P 0.57207 0.61274 1.14425 0.11 -0.04 0.01 0.43
C -0.01843 1.06900 2.80501 -0.63 0.47 0.86 -0.09
C -1.23712 0.59097 3.34503 0.43 0.33 -0.04 -0.29
C -1.60764 0.93010 4.65833 0.63 0.23 -0.21 -0.58
C -0.76631 1.73665 5.44356 -0.23 -0.31 -0.44 -0.48
C 0.43753 2.20496 4.91846 0.08 -0.09 -0.43 -0.68
C 0.80822 1.87315 3.60911 -0.56 0.05 0.44 -0.19
C 1.11970 2.25467 0.45217 0.60 0.62 0.32 0.68
C 0.13296 3.22860 0.18637 0.32 0.19 -0.07 -0.54
C 0.48100 4.51999 -0.24639 0.19 -0.44 0.14 -0.98
C 1.82604 4.85666 -0.45217 -0.38 -0.06 0.03 -0.30
C 2.80943 3.91082 -0.21012 -0.27 -0.70 0.21 -0.78
C 2.46596 2.62224 0.24831 -0.36 0.71 -0.13 -0.09
H 5.40715 -2.09921 2.78204 -0.19 0.13 -0.05 0.38
H 3.52759 -1.83464 4.39341 -0.12 0.15 -0.34 0.39
H 1.46835 -0.70688 3.73400 0.11 0.07 -0.28 0.35
H 3.13568 -0.04743 -0.21267 -0.11 -0.06 0.13 0.09
H 5.17430 -1.20002 0.47333 -0.25 0.05 0.12 0.39
H -1.89558 -0.04113 2.73816 0.26 0.22 0.20 0.41
H -2.54423 0.56901 5.06923 0.09 0.00 -0.07 0.42
H -1.05264 1.99760 6.46062 0.02 -0.07 -0.21 0.38
H 1.09746 2.83298 5.51991 -0.21 -0.19 -0.15 0.39
H 1.75392 2.23701 3.21762 -0.10 -0.04 0.00 0.33
H -0.92302 2.99526 0.34327 0.22 0.00 0.02 0.43
H -0.29411 5.26723 -0.42124 0.14 -0.23 0.06 0.38
H 2.09849 5.85286 -0.79643 -0.10 -0.18 0.09 0.38
H 3.85938 4.15611 -0.35516 -0.19 -0.04 0.02 0.44
H 3.28496 1.94936 0.46257 -0.20 -0.08 0.04 0.46
```
Forces are in eV/Å.

Results
HOMO energy (spin up / spin down): -5.895 / -5.894 eV
net charge: 0
Kohn-Sham gap (spin up / spin down): 4.915 / 4.915 eV



(2)
A structure of composition C27H35BrCrN4P2 at a distorted geometry, computed with ωB97M-V/def2-TZVPD.

XYZ file:
```
70
Properties=species:S:1:pos:R:3:forces:R:3:lowdin_spin:R:1
Cr -0.05638 -1.78948 -5.45491 -0.33 -1.00 2.74 3.79
C -0.83515 1.01611 -1.13349 -0.04 0.64 0.37 0.00
C -1.46678 1.15132 -2.28928 -0.34 -1.14 -1.37 0.00
C -1.06853 1.91571 -3.54503 -0.92 0.26 -0.56 0.00
C 0.16512 1.42127 -4.33794 -0.31 0.73 -0.09 0.02
C 1.49840 1.80290 -3.76851 -0.01 -1.54 0.44 0.00
C 1.71523 1.96486 -2.46115 0.47 1.17 0.55 0.00
C 0.88500 2.84762 -1.55256 -0.53 -0.40 0.91 0.00
C 0.00883 2.09574 -0.52051 0.47 -0.09 -0.38 0.00
C 0.81717 -2.19739 -3.58211 -0.09 0.58 0.31 -0.13
H -0.92295 0.08937 -0.57679 -0.76 0.26 0.36 0.00
H -2.32997 0.49013 -2.52282 0.98 -0.15 0.29 0.00
H -1.00655 2.99910 -3.43834 -0.07 -0.03 -0.01 0.00
H -1.90455 1.72262 -4.23096 0.06 0.26 0.25 0.00
H 0.06882 0.29018 -4.45313 0.50 1.19 0.35 0.01
H 0.14381 1.83062 -5.35739 -0.49 -0.09 -0.01 0.00
H 2.34580 1.68230 -4.42836 0.23 -0.86 -0.03 0.00
H 2.64662 1.64239 -1.98113 0.23 0.63 -0.61 0.00
H 0.26062 3.56323 -2.12571 0.60 -0.49 0.43 0.00
H 1.59048 3.42595 -0.92419 -0.19 0.00 -0.64 0.00
H 0.61663 1.63540 0.25836 0.26 0.15 0.03 0.00
H -0.61044 2.86066 -0.02095 -0.05 -0.48 -0.08 0.00
H 0.28684 -1.37925 -3.03124 0.36 -0.34 -0.12 -0.01
H 1.90602 -2.02626 -3.45382 -0.53 0.03 -0.25 0.00
H 0.56926 -3.12994 -3.04594 -0.05 0.20 -0.60 0.00
P 1.60282 -1.22617 -6.85878 1.80 -0.83 -1.38 0.10
P -2.03479 -0.34294 -6.62626 -3.73 2.61 -3.34 0.05
N 2.94948 -0.19417 -7.07628 -0.05 0.48 -0.28 0.01
N 2.05224 -2.65133 -7.80040 -0.19 0.73 0.02 0.01
N -2.21251 1.34836 -7.45280 0.81 -0.37 0.41 0.01
N -3.68308 -0.81345 -7.35579 0.55 -0.99 0.63 0.01
C 0.36172 -0.43718 -7.94033 -0.01 0.47 -0.78 0.03
C -1.03531 -1.09629 -7.93991 0.58 -0.67 -0.25 0.01
C 4.03947 0.00552 -6.22287 0.30 0.44 -0.51 0.00
C 4.92655 0.86057 -6.85886 -0.72 -0.58 0.12 0.00
C 4.36402 1.19787 -8.13668 -0.48 -0.55 0.22 0.00
C 3.16714 0.53944 -8.24746 0.45 0.13 0.41 0.00
C 2.34819 -3.95278 -7.38592 0.25 -0.16 -0.46 0.00
C 2.88811 -4.63970 -8.46350 -0.18 0.62 0.64 0.00
C 2.95092 -3.73003 -9.56037 -0.48 1.11 0.29 0.00
C 2.41571 -2.52501 -9.13605 0.38 -1.10 -0.07 0.00
C -2.16511 2.59918 -6.83995 -0.11 0.10 -0.58 0.00
C -2.21541 3.60373 -7.78667 -0.02 -0.51 0.35 0.00
C -2.29104 2.97701 -9.06050 0.12 -1.49 0.62 0.00
C -2.26654 1.60146 -8.82379 0.09 0.88 -0.06 0.00
C -4.62478 -0.19384 -8.18351 -0.47 -0.29 -0.25 0.00
C -5.57265 -1.12849 -8.59961 1.24 0.32 0.85 0.00
C -5.20822 -2.37549 -8.00559 0.72 0.48 0.30 0.00
C -4.05423 -2.15352 -7.27403 -0.60 0.10 -0.17 0.00
H 0.72824 -0.42282 -8.97406 -0.20 0.12 0.26 0.00
H 0.25504 0.61007 -7.60080 0.31 -0.25 -0.24 0.00
H -1.53349 -0.99841 -8.91190 0.13 0.10 0.32 0.00
H -0.99014 -2.18869 -7.73244 -0.03 0.58 -0.31 0.00
H 4.06910 -0.47796 -5.24851 0.01 0.17 -0.35 0.00
H 5.88516 1.19998 -6.48853 -0.23 -0.09 0.09 0.00
H 4.78890 1.82177 -8.90672 0.05 0.04 0.12 0.00
H 2.43321 0.51761 -9.04100 0.36 0.19 0.14 0.00
H 2.12702 -4.27764 -6.37318 0.03 0.14 -0.31 0.00
H 3.22643 -5.67126 -8.48322 -0.17 0.29 0.17 0.00
H 3.36330 -3.88683 -10.54595 -0.13 -0.18 0.07 0.00
H 2.24620 -1.59540 -9.65691 0.24 -0.24 -0.07 0.00
H -2.15076 2.67990 -5.78110 0.06 0.08 0.42 0.00
H -2.20496 4.67134 -7.59350 -0.04 -0.30 0.07 0.00
H -2.37492 3.44946 -10.02926 0.05 -0.10 0.12 0.00
H -2.33350 0.80787 -9.54031 -0.02 -0.15 -0.08 0.00
H -4.58197 0.85035 -8.43830 0.11 0.00 0.17 0.00
H -6.41917 -0.94274 -9.24649 0.15 0.11 0.13 0.00
H -5.73091 -3.31614 -8.09467 0.12 0.05 0.00 0.00
H -3.44881 -2.82680 -6.69270 -0.07 -0.17 0.04 0.00
Br -1.05959 -3.87076 -5.98872 -0.42 -0.86 0.23 0.06
```
Forces are in eV/Å.

Results
multiplicity: 5
HOMO energy (spin up / spin down): -8.134 / -8.202 eV
net charge: 0
expectation value of S²: 6.11
Kohn-Sham gap (spin up / spin down): 7.857 / 7.758 eV



(3)
A structure of composition C27H35BrEuN4P2 at a distorted geometry, computed with ωB97M-V/def2-TZVPD.

XYZ file:
```
70
Properties=species:S:1:pos:R:3:forces:R:3:lowdin_spin:R:1
Eu 0.10587 -2.94850 4.18104 0.10 -0.20 0.86 7.06
C -1.11000 2.11676 5.21752 -0.36 0.07 -0.14 0.00
C -1.50277 1.34615 4.20618 -0.79 -0.27 0.72 0.00
C -0.87742 1.14299 2.86625 -0.50 0.08 -0.44 0.00
C 0.34087 0.21219 2.90089 -0.51 -0.22 -0.04 0.00
C 1.46913 0.58642 3.79203 1.12 0.04 0.00 0.00
C 1.77004 1.81007 4.22251 1.26 -0.03 0.20 0.00
C 1.00323 3.08550 4.11899 -0.35 1.14 0.00 0.00
C -0.14587 3.25939 5.14511 0.61 -0.41 0.30 0.00
C 1.24264 -2.38786 6.32105 -0.15 -0.39 -0.42 -0.03
H -1.53971 1.93808 6.21072 -0.29 0.25 -0.51 0.00
H -2.40430 0.73379 4.35192 0.75 -0.04 0.28 0.00
H -0.63185 2.08093 2.35290 -0.09 -0.36 0.03 0.00
H -1.65212 0.62348 2.28136 0.33 0.26 -0.02 0.00
H -0.04856 -0.79226 3.16572 0.03 0.44 -0.19 0.00
H 0.73926 0.13254 1.88076 -0.05 -0.17 -0.01 0.00
H 2.23804 -0.20569 3.94979 -0.58 0.64 -0.08 0.00
H 2.78956 1.97386 4.63467 -0.84 -0.51 0.09 0.00
H 0.64280 3.26518 3.10323 -0.01 -0.07 0.15 0.00
H 1.68734 3.92358 4.31938 -0.02 -0.28 -0.15 0.00
H 0.30602 3.33481 6.14672 -0.03 0.28 -0.27 0.00
H -0.69288 4.20717 4.94849 0.32 -0.51 0.12 0.00
H 0.35201 -2.19764 6.96774 0.80 0.01 -0.34 0.00
H 1.40633 -1.49375 5.67691 0.05 0.31 0.59 0.00
H 2.17111 -2.56114 6.89670 -0.59 0.08 -0.25 0.00
P 1.41261 -1.21069 -1.97292 2.13 0.63 -2.91 0.00
P -1.87173 -0.75552 -1.67946 -2.15 1.85 -1.61 0.00
N 2.85294 -0.14471 -2.06307 0.05 0.66 0.88 0.00
N 2.07464 -2.46827 -3.06877 -0.58 -0.74 0.48 0.00
N -2.04034 1.00716 -1.58779 1.00 0.35 0.81 0.00
N -3.57901 -1.03378 -2.19775 0.02 -1.01 0.09 0.00
C 0.41168 -0.28172 -3.29429 0.15 -0.02 0.68 0.00
C -1.04625 -0.76266 -3.35129 0.04 -0.39 -0.03 0.00
C 3.38619 0.44390 -0.90096 0.51 0.33 -0.86 0.00
C 4.42035 1.30675 -1.25141 -0.73 -0.70 -0.30 0.00
C 4.53992 1.26438 -2.68503 -1.18 -0.86 0.19 0.00
C 3.55541 0.38806 -3.15079 0.44 0.48 0.74 0.00
C 2.25156 -3.78839 -2.61910 0.28 0.26 -1.25 0.00
C 2.75505 -4.55137 -3.66507 -0.24 1.07 0.43 0.00
C 2.90721 -3.68274 -4.79856 -0.64 0.96 1.14 0.00
C 2.46063 -2.42102 -4.41228 0.08 -1.04 0.40 0.00
C -1.75301 1.66126 -0.38136 -0.31 0.69 -0.83 0.00
C -1.85804 3.03415 -0.57202 -0.04 -1.07 -0.11 0.00
C -2.19182 3.24365 -1.94765 0.10 -1.28 -0.12 0.00
C -2.25915 1.99130 -2.55455 0.11 0.47 0.67 0.00
C -4.43151 -0.33509 -3.06468 -0.32 -0.88 0.00 0.00
C -5.51978 -1.14232 -3.38944 1.26 0.07 0.68 0.00
C -5.34158 -2.39173 -2.69773 0.80 0.54 0.18 0.00
C -4.15898 -2.29746 -1.97829 -0.47 0.64 -0.69 0.00
H 0.88255 -0.36111 -4.29398 -0.23 0.05 0.69 0.00
H 0.47163 0.77530 -2.97661 -0.14 -0.32 -0.15 0.00
H -1.61114 -0.14340 -4.06653 0.08 -0.39 0.29 0.00
H -1.08446 -1.81152 -3.69371 -0.03 0.31 -0.03 0.00
H 2.96725 0.19803 0.06580 0.12 0.02 -0.10 0.00
H 5.02808 1.90643 -0.57801 -0.26 -0.27 -0.14 0.00
H 5.25282 1.81089 -3.29920 -0.29 -0.21 0.19 0.00
H 3.29524 0.11665 -4.16325 0.17 0.05 0.21 0.00
H 1.98151 -4.04901 -1.60694 0.09 -0.02 -0.08 0.00
H 2.99904 -5.59891 -3.63440 -0.01 -0.04 0.08 0.00
H 3.30969 -3.93720 -5.76223 -0.06 -0.03 -0.10 0.00
H 2.35045 -1.51335 -4.98367 0.17 -0.22 0.00 0.00
H -1.48110 1.07380 0.48241 -0.17 0.19 -0.20 0.00
H -1.72447 3.79461 0.18757 0.00 -0.16 -0.14 0.00
H -2.37029 4.19240 -2.43444 0.08 -0.15 0.01 0.00
H -2.41956 1.72143 -3.59023 -0.05 0.19 0.25 0.00
H -4.21966 0.68337 -3.34893 -0.06 -0.18 0.03 0.00
H -6.33432 -0.88302 -4.05519 0.15 0.05 0.22 0.00
H -6.00592 -3.24687 -2.74374 0.17 0.17 0.13 0.00
H -3.67199 -3.00076 -1.31837 -0.07 0.02 -0.07 0.00
Br -2.25111 -1.98692 5.23933 -0.23 -0.19 -0.23 -0.02
```
Forces are in eV/Å.

Results
multiplicity: 8
HOMO energy (spin up / spin down): -7.256 / -7.276 eV
net charge: 0
expectation value of S²: 15.76
Kohn-Sham gap (spin up / spin down): 6.227 / 6.290 eV